This record from the OMol25 dataset describes a molecular structure, H4NOP2 in a non-equilibrium geometry. The level of theory is ωB97M-V with the def2-TZVPD basis set.

The geometry in XYZ format:
```
8
Properties=species:S:1:pos:R:3:forces:R:3
N -0.711705 -0.066502 0.043295 -2.8 -3.3 3.5
O -1.690026 -0.354535 1.146271 1.0 1.0 -3.4
P -0.315067 1.535705 -0.384190 0.3 3.0 -0.9
P 0.339512 -0.336048 1.428289 2.9 0.3 0.8
H 1.000321 1.056993 -0.614464 0.2 0.3 0.0
H -0.685850 1.329794 -1.730026 -0.7 -0.1 -0.6
H 1.644964 -0.186100 0.665992 -0.7 -0.5 0.8
H 0.379639 -1.723899 1.339356 -0.2 -0.7 -0.2
```
Forces are in eV/Å.

The calculation puts the HOMO energy (alpha / beta) at 0.68 / -3.98 eV. For the total energy, the calculation gives -814.86442 a.u. As for the HOMO-LUMO gap (alpha / beta): 4.11 / 6.65 eV. Its LUMO energy (alpha / beta) is 4.788 / 2.676 eV. For the strongest force on any atom, the calculation gives 0.10797 hartree/bohr. Its energy relative to the best compared isomer or geometry (same formula, charge and spin) is 265.4 kJ/mol. The multiplicity is 3. The total charge is -1.

Mulliken population analysis, charges in e, atoms 1 to 2: -0.49 -0.33